No. 1
Here is a structure of composition C40H32BeN9O5P at a distorted geometry from OMol25. Energies are from ωB97M-V with the def2-TZVPD basis set.

Last column: Mulliken charge in e.
Element x y z (Å)
1 Be 0.88177 1.28020 -2.17084  -0.973
2 O 8.01219 1.46593 -1.57328  -0.714
3 C 7.20092 2.36536 -1.65924  0.474
4 O 7.27362 3.59887 -1.54229  -0.718
5 C 5.73640 1.96675 -2.06354  0.184
6 C 5.39390 0.71294 -2.55796  -0.693
7 C 4.02452 0.48271 -2.85208  -0.048
8 N 3.02556 1.32270 -2.61704  -0.305
9 C 3.38373 2.56965 -2.17483  0.588
10 C 4.71157 2.91636 -1.98638  -0.388
11 C 2.21312 3.43908 -1.93937  0.085
12 O 2.30927 4.65416 -1.90625  -0.662
13 O 1.10637 2.74061 -1.82646  -0.035
14 H 6.14697 -0.06297 -2.67644  0.473
15 H 3.71885 -0.41482 -3.35944  0.457
16 H 5.03726 3.94348 -1.77223  0.539
17 C -4.17394 2.31182 -1.23236  -1.273
18 N -2.91631 1.88637 -1.80277  0.835
19 C -1.68081 1.83089 -1.31188  -0.040
20 N -0.86674 1.31519 -2.24041  0.359
21 C -1.68702 1.09497 -3.30645  -0.464
22 N -2.93201 1.42633 -3.10971  -0.897
23 C -4.82155 1.29858 -0.31192  0.999
24 C -5.76601 1.72732 0.64473  -0.831
25 C -6.30548 0.88251 1.61714  -0.747
26 C -5.91424 -0.44330 1.62434  -0.992
27 C -4.96833 -0.88089 0.65189  0.119
28 C -4.49498 -0.03672 -0.34659  -0.001
29 C -4.48080 -2.22496 0.67517  0.494
30 N -4.83947 -3.21289 1.46040  -0.453
31 N -4.12658 -4.33324 1.08510  -0.551
32 C -3.32436 -3.96714 0.09642  0.724
33 O -3.48449 -2.60401 -0.22685  -0.172
34 C -2.29115 -4.74885 -0.51555  0.084
35 C -2.06505 -6.10529 -0.12879  -0.759
36 C -0.96687 -6.76242 -0.68726  -0.799
37 C -0.13477 -6.04711 -1.53775  -0.778
38 C -0.31946 -4.68849 -1.86963  0.833
39 C 0.73469 -3.97940 -2.73195  -1.118
40 N 1.04129 -2.61651 -2.28494  0.800
41 C 0.83634 -1.43010 -2.87467  -0.115
42 N 1.20314 -0.44274 -2.04511  0.365
43 C 1.63911 -1.10577 -0.93285  -0.481
44 N 1.55793 -2.41621 -1.04683  -0.865
45 C -1.46242 -4.08304 -1.42104  -0.020
46 H -4.82471 2.51124 -2.11626  0.302
47 H -4.00794 3.25296 -0.65603  0.483
48 H -1.39545 2.17974 -0.31294  0.442
49 H -1.30175 0.70244 -4.23903  0.545
50 H -6.12299 2.77493 0.59572  0.414
51 H -7.00385 1.31257 2.33672  0.404
52 H -6.22585 -1.18490 2.35842  0.538
53 H -3.74609 -0.36644 -1.06296  0.598
54 H -2.72354 -6.59397 0.58176  0.516
55 H -0.76910 -7.80616 -0.55079  0.428
56 H 0.73744 -6.56663 -1.90435  0.393
57 H 0.39618 -3.98500 -3.76179  0.242
58 H 1.69120 -4.52198 -2.64248  0.439
59 H 0.50560 -1.37550 -3.91584  0.471
60 H 2.02893 -0.62173 -0.03391  0.852
61 H -1.68669 -2.99908 -1.67478  0.305
62 C 1.03391 3.72303 1.68543  -1.637
63 P 1.12417 1.92014 1.35793  1.662
64 C 2.56044 1.56653 2.37637  0.220
65 C 2.45991 1.60611 3.76683  -0.455
66 C 3.62175 1.58087 4.54222  -0.590
67 C 4.84630 1.45604 3.90456  -0.531
68 C 4.93723 1.37849 2.52319  -0.640
69 C 3.79585 1.46493 1.74369  -0.257
70 C -0.25737 1.18191 2.21592  0.213
71 C -1.42263 1.87445 2.62304  -0.575
72 C -2.46097 1.18142 3.22021  -0.599
73 C -2.39864 -0.21121 3.35696  -0.488
74 C -1.28312 -0.88878 2.93674  -0.756
75 C -0.22734 -0.20606 2.39591  -0.446
76 H 0.43638 4.00544 2.53773  0.498
77 H 0.62443 4.22860 0.80408  0.369
78 H 2.04530 4.09594 1.79952  0.474
79 H 1.46602 1.66803 4.23146  0.295
80 H 3.56520 1.71371 5.63659  0.362
81 H 5.73580 1.41949 4.52105  0.369
82 H 5.89697 1.24465 2.04621  0.538
83 H 3.83340 1.44167 0.67004  0.241
84 H -1.51235 2.94785 2.39469  0.268
85 H -3.31682 1.74920 3.58753  0.425
86 H -3.27245 -0.75422 3.78961  0.315
87 H -1.22339 -1.96547 3.02944  0.514
88 H 0.67497 -0.76117 2.08938  0.320

Its max |F| is 3.1 eV/Å. For the HOMO-LUMO gap, the calculation gives 6.0728 eV. As for the energy relative to the best compared isomer or geometry (same formula, charge and spin): 0.000 eV. The HOMO energy is -7.21 eV. The value obtained for the LUMO energy is -1.136 eV.

***

No. 2
Here is a structure of composition C40H32BrCl2N3NiO2Si from OMol25. Energies are from ωB97M-V with the def2-TZVPD basis set.

Last column: Mulliken charge in e.
Element x y z (Å)
1 Ni -0.50098 -0.00325 -0.51281  -0.447
2 O -1.20040 -3.34957 -2.49504  -0.786
3 C -1.77300 -3.93974 -1.43815  0.331
4 C -1.64312 -5.32491 -1.30870  -0.749
5 C -2.19951 -5.99002 -0.23040  -0.312
6 C -2.89271 -5.28230 0.74175  -0.928
7 C -3.02559 -3.90581 0.60503  -0.589
8 C -2.48936 -3.20892 -0.47004  0.672
9 C -2.72442 -1.70485 -0.67891  0.509
10 O -1.79652 -1.10018 -1.46255  -0.403
11 N -2.79196 -1.06033 0.66530  0.113
12 N -2.46934 0.22490 0.70795  -0.191
13 C -2.79590 0.88311 1.74768  -0.735
14 C -2.47456 2.29209 1.94192  0.356
15 Br -1.90869 3.26777 0.44699  -0.079
16 C -2.55949 2.92466 3.11413  -0.841
17 C -3.01940 2.40757 4.41770  0.360
18 C -2.28588 2.75682 5.55488  -0.550
19 C -2.67053 2.33237 6.81666  -0.448
20 C -3.81113 1.55608 6.97425  -0.410
21 C -4.56264 1.22150 5.85818  -0.554
22 C -4.17510 1.64680 4.59464  -0.228
23 H -1.23481 -2.36141 -2.28933  0.369
24 H -1.07417 -5.85100 -2.06577  0.394
25 H -2.07767 -7.06461 -0.14169  0.352
26 H -3.31518 -5.78925 1.60151  0.369
27 H -3.55573 -3.36477 1.38150  0.185
28 H -3.73974 -1.60266 -1.12248  -0.003
29 H -3.58995 -1.31470 1.23171  0.381
30 H -3.26763 0.37433 2.58721  0.345
31 H -2.18567 3.94126 3.14867  0.392
32 H -1.38632 3.34871 5.43490  0.440
33 H -2.07042 2.60306 7.67638  0.357
34 H -4.11238 1.21697 7.95796  0.356
35 H -5.46324 0.62904 5.96456  0.356
36 H -4.79666 1.40472 3.74215  0.504
37 C 5.22034 -1.04251 -0.17145  -0.491
38 C 4.46608 -1.88960 -0.97273  -0.771
39 C 3.28789 -1.43322 -1.55063  -0.152
40 C 2.83226 -0.12509 -1.36085  0.515
41 C 3.60561 0.70377 -0.54024  -0.399
42 C 4.78157 0.25631 0.04689  -0.724
43 Si 1.10350 0.39598 -1.94997  1.064
44 C 0.94201 -0.35984 -3.71587  0.493
45 C -0.33820 -0.49363 -4.26592  -0.580
46 C -0.53409 -0.93500 -5.56904  -0.697
47 C 0.55424 -1.26005 -6.36772  -0.411
48 C 1.83598 -1.13486 -5.84726  -0.681
49 C 2.01962 -0.68882 -4.54385  -0.127
50 C 1.23729 2.23697 -2.43424  0.248
51 C 0.08179 3.02191 -2.43238  -0.628
52 C 0.09471 4.34779 -2.84563  -0.771
53 C 1.28044 4.93102 -3.27543  -0.391
54 C 2.44207 4.17019 -3.29470  -0.678
55 C 2.41322 2.84245 -2.88381  0.021
56 H 6.12556 -1.40191 0.30608  0.334
57 H 4.78000 -2.91663 -1.12773  0.352
58 H 2.69275 -2.12355 -2.14161  0.399
59 H 3.24986 1.70444 -0.31259  0.363
60 H 5.33266 0.91419 0.70980  0.319
61 H -1.20016 -0.26463 -3.64524  0.191
62 H -1.54252 -1.03672 -5.95681  0.368
63 H 0.40579 -1.61282 -7.38295  0.330
64 H 2.69765 -1.38503 -6.45835  0.376
65 H 3.03156 -0.59283 -4.16216  0.319
66 H -0.84545 2.57390 -2.08651  0.403
67 H -0.82083 4.93091 -2.82230  0.389
68 H 1.29881 5.96931 -3.58915  0.336
69 H 3.37492 4.61381 -3.62887  0.364
70 H 3.33287 2.26501 -2.90629  0.275
71 Cl 0.77735 -2.05934 0.91621  -0.276
72 C 1.70961 -0.78929 1.71822  1.199
73 C 2.63939 -1.20536 2.63826  -0.589
74 C 3.39259 -0.29046 3.37833  -0.462
75 C 3.13464 1.06542 3.15238  -0.538
76 C 2.20520 1.46638 2.22889  0.571
77 Cl 1.95943 3.20305 2.02455  -0.288
78 C 1.40251 0.59766 1.36943  -1.233
79 N 0.59373 1.07665 0.47522  -0.238
80 H 2.77509 -2.27226 2.78247  0.346
81 H 4.13752 -0.61599 4.09296  0.324
82 H 3.67294 1.82880 3.70487  0.338

Its max |F| is 0.5 eV/Å. For the HOMO-LUMO gap, the calculation gives 4.2666 eV. As for the energy relative to the best compared isomer or geometry (same formula, charge and spin): 0.394 eV. The HOMO energy is -0.19 eV. The value obtained for the LUMO energy is 4.075 eV. The net charge is -2.

***

Question: What is the formula in the second record?
Answer: C40H32BrCl2N3NiO2Si